1.
C5H6BrN | ωB97M-V/def2-TZVPD

XYZ file:
```
13
Properties=species:S:1:pos:R:3:nbo_charge:R:1
C 0.638 2.604 0.111 0.260
C -0.724 0.226 0.037 -0.390
C 0.108 0.428 -1.198 -0.398
C 0.617 0.866 0.150 -0.091
C 1.705 0.277 0.871 -0.382
N 0.565 3.722 -0.070 -0.361
Br 3.253 -0.652 -0.099 -0.059
H -1.521 0.913 0.019 0.240
H -0.807 -0.766 0.466 0.232
H 0.566 -0.177 -1.909 0.244
H -0.351 1.270 -1.723 0.229
H 1.488 -0.415 1.556 0.214
H 2.214 1.176 1.430 0.261
```

## Properties
ΔE to the lowest compared entry with this formula, charge and spin = 33.1 kcal per mole
F_max = 6.08 eV Å⁻¹
Charge = 0
Kohn-Sham gap = 10.909 eV
LUMO level = 0.372 eV
HOMO energy = -10.54 eV



2.
C23H42BaCl2N2O6P | ωB97M-V/def2-TZVPD

XYZ file:
```
77
Properties=species:S:1:pos:R:3:mulliken_charge:R:1
O 1.162 1.474 -1.743 -0.913
C 2.471 1.402 -1.366 0.171
C 3.086 0.641 -2.536 -0.481
C 2.389 -0.393 -3.195 0.220
H 1.399 -0.741 -2.849 0.090
C 3.033 -1.021 -4.262 -0.646
H 2.528 -1.853 -4.758 0.418
C 4.303 -0.571 -4.664 -0.454
H 4.806 -1.057 -5.499 0.345
C 4.937 0.495 -4.018 -0.661
H 5.911 0.866 -4.314 0.360
C 4.312 1.130 -2.951 -0.114
H 4.727 1.959 -2.362 0.359
H 2.573 2.496 -1.401 0.253
C 2.624 1.928 1.133 -1.389
C 3.047 1.000 0.011 0.810
H 3.332 1.890 1.970 0.394
H 1.639 1.672 1.563 0.067
H 2.513 2.951 0.730 0.378
C 3.736 -0.149 0.156 0.096
C 4.319 -0.711 1.441 -1.548
H 3.892 -0.809 -0.713 0.212
H 5.412 -0.793 1.369 0.389
H 3.963 -1.740 1.640 0.293
H 4.084 -0.075 2.315 0.314
Ba -0.391 -0.018 -0.363 1.251
Cl 0.171 -2.713 -1.466 -0.696
Cl 1.718 -0.987 1.942 -0.643
C -1.176 -1.961 2.052 0.199
O -1.715 -0.875 1.632 -0.780
N -1.941 -2.655 2.880 0.273
C -3.112 -1.915 3.344 -0.827
C -1.705 -4.045 3.153 -0.948
H -0.124 -2.308 1.826 0.214
H -3.154 -0.906 2.902 0.085
H -3.017 -1.833 4.422 0.329
H -4.006 -2.474 3.077 0.303
H -0.883 -4.348 2.493 0.330
H -2.643 -4.564 2.935 0.268
H -1.429 -4.079 4.207 0.326
H -1.837 4.066 3.103 0.298
H -2.259 5.585 0.834 0.336
C -0.825 4.046 2.683 -0.962
C -1.261 5.283 0.503 -1.015
N -0.903 4.086 1.222 0.476
H -0.322 3.124 3.018 0.217
C -0.609 2.959 0.610 0.420
O -0.439 1.950 1.366 -0.943
H -1.248 5.022 -0.563 0.252
H -0.518 2.967 -0.522 0.204
H -0.274 4.930 2.993 0.357
H -0.504 6.030 0.749 0.366
C -5.309 1.795 0.122 -1.309
C -3.860 2.144 -0.086 0.192
O -3.472 2.016 -1.466 -0.652
P -2.885 0.492 -1.775 0.676
O -4.252 -0.201 -2.252 -0.140
C -4.428 -1.639 -2.431 -0.240
C -4.137 -2.437 -1.181 -0.826
O -1.913 0.918 -3.024 -0.183
C -2.071 0.344 -4.325 -0.390
C -1.295 -0.942 -4.432 -0.542
H -5.943 2.424 -0.508 0.327
H -5.528 1.999 1.171 0.420
H -5.513 0.738 -0.094 0.173
H -3.633 3.189 0.096 0.229
H -3.226 1.510 0.556 0.105
H -5.456 -1.810 -2.775 0.290
H -3.729 -1.887 -3.234 0.224
H -4.854 -2.194 -0.386 0.267
H -4.257 -3.498 -1.429 0.442
H -3.114 -2.290 -0.804 0.121
H -3.150 0.201 -4.413 0.365
H -1.739 1.095 -5.050 0.333
H -1.515 -1.644 -3.612 0.133
H -1.552 -1.409 -5.383 0.361
H -0.217 -0.751 -4.395 -0.027
```

## Properties
ΔE to the lowest compared entry with this formula, charge and spin = 0.0 kcal per mole
F_max = 4.19 eV Å⁻¹
Charge = -1
Kohn-Sham gap = 5.872 eV
LUMO level = 2.063 eV
HOMO energy = -3.81 eV



3.
C5H13N2 | ωB97M-V/def2-TZVPD

XYZ file:
```
20
Properties=species:S:1:pos:R:3:nbo_charge:R:1
C 1.040 -1.685 1.291 -0.657
C 0.728 -0.199 1.292 -0.401
C 1.684 0.734 1.264 0.059
N 1.440 2.096 1.360 -0.802
H 1.634 -1.976 2.160 0.240
H 0.118 -2.255 1.397 0.210
H 1.615 -2.013 0.424 0.208
H -0.283 0.120 1.533 0.186
H 2.742 0.522 1.180 0.202
H 2.235 2.664 1.604 0.397
H 0.545 2.384 1.681 0.381
C -2.303 0.692 -1.519 -0.433
C -0.820 -1.249 -1.490 0.132
N -1.583 -0.440 -2.104 -0.381
H -3.371 0.487 -1.572 0.249
H -2.090 1.594 -2.087 0.250
H -2.004 0.791 -0.479 0.239
H -0.503 -1.075 -0.466 0.254
H -0.462 -2.116 -2.032 0.229
H -1.730 -0.602 -3.103 0.438
```

## Properties
ΔE to the lowest compared entry with this formula, charge and spin = 63.6 kcal per mole
F_max = 1.25 eV Å⁻¹
Charge = +1
Kohn-Sham gap = 6.277 eV
LUMO level = -4.864 eV
HOMO energy = -11.14 eV



4.
C28H112N56O28 | ωB97M-V/def2-TZVPD

XYZ file:
```
224
Properties=species:S:1:pos:R:3:mulliken_charge:R:1
C 0.340 0.249 -3.184 0.453
O 1.417 -0.323 -3.293 -1.303
N -0.779 -0.306 -2.773 1.778
N 0.167 1.439 -3.468 0.765
H -1.714 0.066 -2.867 -0.121
H -0.546 -1.222 -2.418 -1.265
H -0.638 1.860 -3.027 0.433
H 1.077 1.873 -3.413 -0.752
C 4.850 -3.495 -3.618 0.490
O 5.212 -4.700 -3.490 -0.836
N 5.653 -2.491 -3.717 -0.245
N 3.676 -2.984 -3.383 -0.287
H 6.661 -2.550 -3.674 0.217
H 5.335 -1.533 -3.704 -0.004
H 3.026 -3.754 -3.308 0.217
H 3.400 -2.015 -3.313 0.114
C 7.581 -3.527 2.051 0.454
O 8.678 -3.876 2.260 -0.715
N 6.731 -4.271 1.529 -0.298
N 7.044 -2.336 2.158 -0.310
H 7.045 -5.168 1.189 0.203
H 5.816 -3.912 1.296 0.683
H 6.035 -2.298 2.181 0.083
H 7.579 -1.651 2.673 0.115
C 0.018 -1.000 -0.096 0.778
O -0.209 -2.166 -0.103 0.075
N -0.862 -0.072 0.100 2.121
N 1.158 -0.532 -0.082 2.338
H -0.565 0.891 0.158 -1.183
H -1.838 -0.328 0.151 -0.929
H 1.362 0.405 0.235 -1.817
H 1.937 -1.148 -0.265 -0.436
C -4.627 -3.626 0.651 -0.037
O -5.194 -3.883 1.721 -0.764
N -5.185 -3.915 -0.446 -0.099
N -3.627 -2.815 0.520 1.784
H -4.527 -3.787 -1.201 -0.012
H -5.887 -4.642 -0.443 0.276
H -3.383 -2.133 1.224 -0.399
H -3.375 -2.679 -0.448 0.159
C -0.767 6.413 1.082 0.178
O 0.274 6.744 0.558 -0.905
N -1.723 5.679 0.601 0.011
N -1.124 7.043 2.169 -0.514
H -2.586 5.610 1.120 0.257
H -1.520 5.252 -0.292 -0.016
H -0.453 7.746 2.443 0.182
H -1.899 6.959 2.810 0.175
C 0.681 -3.425 4.792 0.220
O -0.219 -2.543 4.643 -0.712
N 1.930 -3.147 5.022 -0.449
N 0.662 -4.665 4.553 -0.193
H 2.640 -3.839 5.212 0.124
H 2.142 -2.218 5.357 0.204
H 1.358 -5.383 4.692 0.221
H -0.133 -4.851 3.960 0.278
C 5.627 3.882 -0.709 0.688
O 5.217 3.717 0.385 -0.801
N 6.617 4.734 -0.912 -0.496
N 5.154 3.298 -1.785 0.132
H 6.842 4.970 -1.868 0.144
H 6.835 5.219 -0.053 0.281
H 4.382 2.720 -1.487 -0.346
H 5.595 3.387 -2.689 0.171
C -7.459 0.019 -2.692 0.622
O -7.292 1.195 -2.491 -0.657
N -6.720 -0.880 -2.188 -0.206
N -8.480 -0.434 -3.362 -0.417
H -6.000 -0.619 -1.530 -0.148
H -6.923 -1.869 -2.212 0.336
H -8.618 -1.429 -3.466 0.143
H -9.192 0.245 -3.589 0.255
C 3.013 6.933 -1.387 0.694
O 3.836 6.796 -2.273 -0.803
N 2.655 7.953 -0.657 -0.409
N 2.432 5.933 -0.873 -0.106
H 1.774 7.772 -0.197 0.230
H 2.944 8.889 -0.903 0.239
H 2.623 4.971 -1.114 -0.310
H 1.655 6.087 -0.247 0.596
C 3.552 -6.665 -1.184 0.397
O 2.983 -5.792 -1.653 -0.447
N 4.774 -6.931 -1.506 -0.418
N 3.013 -7.549 -0.377 -0.474
H 5.214 -6.202 -2.049 0.302
H 5.180 -7.742 -1.061 0.155
H 2.161 -7.085 -0.099 0.182
H 3.323 -8.485 -0.155 0.187
C -5.758 -2.464 5.036 0.580
O -5.088 -2.632 6.071 -0.719
N -6.588 -3.340 4.564 -0.408
N -5.533 -1.501 4.177 -0.149
H -6.654 -4.111 5.213 0.276
H -6.830 -3.316 3.583 0.209
H -5.524 -1.613 3.173 0.002
H -5.149 -0.635 4.529 0.212
C -2.285 -0.075 2.820 -0.781
O -2.966 -1.031 2.597 -1.216
N -2.621 1.058 2.367 2.632
N -1.091 -0.217 3.303 0.816
H -3.500 1.208 1.892 -0.484
H -2.020 1.868 2.416 -0.664
H -0.468 0.501 3.644 -0.209
H -0.880 -1.165 3.581 0.125
C -0.099 -5.316 -2.642 0.414
O -1.284 -5.317 -2.938 -0.767
N 0.348 -4.975 -1.519 0.457
N 0.863 -5.477 -3.538 -0.298
H -0.285 -4.712 -0.777 -0.529
H 1.302 -5.273 -1.376 0.088
H 0.369 -5.638 -4.404 0.207
H 1.797 -5.850 -3.442 0.177
C 2.859 4.571 -4.674 0.627
O 3.462 3.746 -5.388 -0.721
N 1.948 4.343 -3.823 0.066
N 3.125 5.837 -4.717 -0.540
H 1.790 3.463 -3.352 -0.370
H 1.224 5.023 -3.644 0.228
H 3.965 5.787 -5.276 0.245
H 2.964 6.340 -3.856 0.261
C 4.596 0.343 -4.711 0.723
O 5.027 0.291 -3.605 -1.045
N 5.331 0.605 -5.792 -0.467
N 3.416 0.076 -5.088 0.052
H 6.340 0.604 -5.749 0.251
H 4.883 0.858 -6.662 0.111
H 3.178 0.172 -6.065 0.179
H 2.694 -0.218 -4.445 0.161
C -2.975 2.858 -2.127 0.403
O -1.804 2.603 -1.956 -0.360
N -3.641 2.457 -3.224 -0.418
N -3.712 3.463 -1.265 -0.265
H -4.629 2.607 -3.373 0.162
H -3.044 2.019 -3.911 -0.104
H -4.660 3.662 -1.554 0.207
H -3.294 3.381 -0.350 -0.140
C -0.052 3.606 3.739 -0.175
O -0.802 2.925 3.109 -0.522
N 0.810 3.149 4.582 -0.230
N 0.096 4.895 3.633 -0.064
H 1.535 3.661 5.065 0.308
H 0.838 2.164 4.361 -0.212
H 0.520 5.435 4.374 0.169
H -0.497 5.489 3.071 0.141
C -3.462 -2.630 -3.489 0.390
O -3.249 -2.483 -2.234 -0.761
N -4.589 -2.541 -4.029 -0.324
N -2.455 -2.922 -4.322 -0.214
H -4.854 -2.487 -5.002 0.215
H -5.318 -2.328 -3.364 0.147
H -2.646 -2.980 -5.312 0.182
H -1.608 -2.967 -3.774 -0.142
C 3.427 0.185 4.575 0.301
O 3.396 0.306 5.769 -0.815
N 3.713 -0.949 3.999 0.077
N 3.116 1.111 3.764 -0.082
H 4.032 -1.754 4.518 0.330
H 3.688 -0.918 2.990 -0.242
H 2.995 2.046 4.129 0.380
H 3.376 1.096 2.788 0.453
C -4.054 4.508 3.744 0.326
O -3.222 5.084 3.079 -0.517
N -4.597 4.939 4.819 -0.394
N -4.487 3.379 3.381 0.236
H -5.539 4.643 5.029 0.192
H -4.270 5.864 5.060 0.275
H -5.129 2.824 3.930 0.176
H -4.189 3.106 2.456 -0.528
C -5.888 0.816 1.015 -0.008
O -4.994 1.648 0.908 -0.548
N -5.847 -0.469 0.810 0.266
N -7.163 1.116 1.153 -0.357
H -6.411 -1.258 1.093 0.321
H -4.866 -0.708 0.835 -0.401
H -7.323 1.920 1.743 0.286
H -7.805 0.338 1.091 0.172
C 3.073 -3.326 0.818 -0.759
O 4.173 -3.687 1.068 -1.119
N 2.134 -3.043 1.735 1.678
N 2.645 -2.991 -0.287 1.910
H 2.437 -3.338 2.652 -0.097
H 1.449 -2.362 1.440 -0.905
H 3.330 -3.055 -1.026 -0.379
H 1.671 -3.102 -0.533 -0.321
C 1.712 2.966 0.190 -0.098
O 2.112 2.740 -0.883 0.619
N 2.525 3.171 1.186 -0.055
N 0.453 3.043 0.473 2.193
H 3.529 3.221 1.093 0.584
H 2.203 3.565 2.058 -0.030
H -0.170 3.030 -0.322 -0.897
H 0.060 2.975 1.400 -0.953
C -1.968 1.210 -6.384 0.580
O -1.815 2.332 -5.931 -0.586
N -2.165 0.967 -7.654 -0.451
N -1.768 0.080 -5.806 -0.158
H -2.059 0.122 -8.197 0.126
H -2.298 1.744 -8.285 0.262
H -2.067 -0.801 -6.199 0.199
H -1.408 0.062 -4.862 0.266
C 4.482 0.179 0.287 -0.446
O 3.843 0.406 1.313 -0.441
N 4.155 0.625 -0.896 1.346
N 5.519 -0.638 0.324 0.010
H 3.345 1.204 -1.066 -0.921
H 4.611 0.310 -1.741 0.138
H 6.115 -0.564 -0.488 0.142
H 5.977 -0.815 1.207 0.215
C -3.261 1.332 6.326 0.514
O -3.537 1.954 7.322 -0.783
N -3.550 0.124 5.923 -0.122
N -2.565 1.971 5.456 -0.133
H -4.224 -0.453 6.406 0.118
H -3.113 -0.296 5.115 0.271
H -2.359 2.957 5.525 0.097
H -2.394 1.513 4.572 0.154
C -0.935 -5.189 1.720 0.548
O 0.147 -5.696 1.727 -0.622
N -2.006 -5.689 1.246 -0.292
N -1.167 -3.966 2.095 0.611
H -2.761 -5.196 1.702 0.109
H -2.005 -6.550 0.719 0.268
H -1.924 -3.417 1.715 -0.444
H -0.330 -3.419 2.232 -0.467
```

## Properties
ΔE to the lowest compared entry with this formula, charge and spin = 453.8 kcal per mole
F_max = 9.62 eV Å⁻¹
Charge = 0
Kohn-Sham gap = 8.238 eV
LUMO level = -0.581 eV
HOMO energy = -8.82 eV



5.
C3H2Cl2O | ωB97M-V/def2-TZVPD

XYZ file:
```
8
Properties=species:S:1:pos:R:3:nbo_charge:R:1
C -0.006 -1.337 0.402 -0.311
C -0.098 -0.173 -0.177 -0.166
C 0.293 1.214 0.269 0.653
O 1.163 1.628 0.964 -0.431
Cl -0.287 -0.163 -1.905 0.039
Cl -0.944 2.489 -0.706 -0.235
H -0.220 -2.113 -0.268 0.225
H 0.099 -1.545 1.421 0.226
```

## Properties
ΔE to the lowest compared entry with this formula, charge and spin = 24.2 kcal per mole
F_max = 2.62 eV Å⁻¹
Charge = 0
Kohn-Sham gap = 9.943 eV
LUMO level = -0.640 eV
HOMO energy = -10.58 eV



6.
C27H37BO2S2 | ωB97M-V/def2-TZVPD

XYZ file:
```
69
Properties=species:S:1:pos:R:3:nbo_charge:R:1
C -0.860 1.564 -3.858 -0.726
C 0.362 2.392 -3.741 0.171
C 1.710 2.058 -3.914 -0.128
C 2.709 3.108 -4.008 0.154
C 2.313 4.552 -4.098 -0.666
C 4.059 2.803 -4.081 -0.271
C 4.521 1.482 -4.095 0.186
C 5.988 1.196 -4.066 -0.662
C 3.578 0.449 -4.088 -0.268
C 2.209 0.701 -4.039 0.165
C 1.286 -0.457 -4.186 -0.666
H -1.704 2.268 -3.918 0.250
H -0.872 0.991 -4.796 0.260
H -1.092 0.889 -3.012 0.306
H 0.152 3.465 -3.679 0.219
H 3.214 5.177 -4.041 0.239
H 1.807 4.800 -5.045 0.243
H 1.650 4.825 -3.270 0.238
H 4.789 3.616 -4.115 0.230
H 6.163 0.117 -4.072 0.234
H 6.506 1.642 -4.925 0.250
H 6.443 1.617 -3.158 0.257
H 3.933 -0.584 -4.125 0.235
H 1.864 -1.386 -4.288 0.240
H 0.633 -0.560 -3.307 0.265
H 0.654 -0.370 -5.084 0.237
C -2.661 -3.019 7.378 -0.628
C -2.588 -2.770 5.912 -0.237
C -3.358 -3.353 4.921 -0.273
C -3.099 -2.839 3.602 -0.301
C -2.163 -1.825 3.604 -0.350
B -1.467 -1.062 2.299 0.752
C -2.330 0.299 2.129 -0.377
C -3.526 0.446 1.464 -0.296
C -4.002 1.792 1.508 -0.275
C -3.173 2.640 2.209 -0.243
C -3.371 4.079 2.505 -0.628
S -1.777 1.795 2.797 0.401
O -0.102 -0.830 2.607 -0.732
C 0.590 -1.745 1.774 0.270
C 1.939 -1.135 1.419 -0.627
C 0.815 -3.036 2.546 -0.648
C -0.429 -1.915 0.535 0.248
C -0.375 -0.698 -0.389 -0.642
C -0.301 -3.231 -0.227 -0.624
O -1.687 -1.921 1.182 -0.717
S -1.510 -1.599 5.212 0.381
H -3.408 -3.792 7.585 0.211
H -1.695 -3.349 7.779 0.207
H -2.960 -2.101 7.899 0.210
H -4.085 -4.130 5.132 0.196
H -3.597 -3.215 2.710 0.214
H -4.055 -0.386 1.008 0.219
H -4.936 2.122 1.044 0.197
H -4.271 4.439 2.000 0.210
H -3.479 4.226 3.586 0.214
H -2.506 4.657 2.163 0.201
H 2.466 -1.771 0.700 0.186
H 1.826 -0.130 1.002 0.205
H 2.555 -1.070 2.321 0.215
H 1.425 -3.729 1.954 0.187
H 1.362 -2.818 3.471 0.218
H -0.126 -3.529 2.810 0.240
H 0.542 -0.676 -0.991 0.166
H -1.233 -0.712 -1.074 0.198
H -0.430 0.229 0.199 0.242
H 0.678 -3.325 -0.709 0.184
H -0.448 -4.083 0.445 0.229
H -1.066 -3.284 -1.010 0.203
```

## Properties
ΔE to the lowest compared entry with this formula, charge and spin = 103.9 kcal per mole
F_max = 4.47 eV Å⁻¹
Charge = 0
Kohn-Sham gap = 1.746 eV
LUMO level = -3.982 eV
HOMO energy = -5.73 eV



Q: Among the records above, which one has the lowest Kohn-Sham gap?
A: C27H37BO2S2



Q: Look up the F_max of the sixth one.
A: 4.47 eV Å⁻¹



Q: Look up the LUMO level of the third one.
A: -4.864 eV